Record 1
Computed, not measured: 3 unconnected molecules or ions with the total composition C14H34BClO14P3S, with ωB97M-V with the def2-TZVPD basis set.

Element x y z (Å)
O  2.98896  2.13767  6.56910
C  2.42208  3.19799  6.22531
Cl  3.31534  4.77525  6.47265
C  0.95581  3.20043  5.60945
B  0.91128  3.67695  4.02466
O  1.88792  2.92477  3.21708
C  1.33499  2.86656  1.89422
C  -0.23325  2.59977  2.20035
C  -0.71996  1.15153  2.69987
O  0.34309  0.21981  2.97729
C  0.74365  -0.53303  1.81258
O  1.42100  -1.75814  2.10709
C  2.55233  -1.55925  2.97914
C  3.41153  -0.24422  2.69573
O  3.81199  -0.09147  1.31160
P  -1.10096  3.43441  0.73462
S  -2.09770  2.22500  -0.42947
O  -0.42947  3.41974  3.40085
H  0.54023  2.14130  5.77236
H  0.25424  3.91553  6.17075
H  1.21059  4.82715  3.84888
H  1.86624  2.26470  1.08880
H  1.36166  3.97748  1.57607
H  -1.51949  0.75878  1.97661
H  -1.26782  1.31481  3.69818
H  1.30254  0.12051  1.04157
H  -0.23696  -0.83150  1.27738
H  2.30838  -1.58863  4.09463
H  3.25753  -2.45493  2.79443
H  4.37885  -0.32215  3.31955
H  2.83765  0.64606  3.12840
H  4.27854  0.77284  1.27302
H  -0.06862  4.03323  -0.08915
H  -1.96528  4.51532  1.11181
C  -3.85329  -4.87754  1.12256
O  -4.66700  -4.14947  0.20321
P  -3.77257  -3.04750  -0.77732
O  -4.11742  -1.88544  0.15008
O  -4.87047  -3.17987  -1.99850
C  -6.10028  -3.87204  -1.86850
O  -2.78258  -2.09269  -1.79902
C  -3.32825  -0.89387  -2.33663
H  -4.49324  -5.53238  1.71257
H  -3.13082  -5.48588  0.57443
H  -3.32642  -4.18953  1.78934
H  -6.69650  -3.46589  -1.04966
H  -5.92295  -4.94197  -1.73232
H  -6.66088  -3.73511  -2.79589
H  -3.63656  -0.20725  -1.54685
H  -4.16745  -1.10617  -3.00109
H  -2.54753  -0.40470  -2.92396
C  1.75242  -1.40675  -2.39107
O  1.53297  -1.22680  -3.79185
P  2.24363  0.21874  -4.39520
O  0.89548  0.92473  -4.27463
O  2.42373  -0.44146  -5.89372
C  1.91080  -1.71403  -6.24969
O  3.02901  1.63298  -4.96260
C  2.46092  2.31499  -6.06917
H  1.25673  -2.32285  -2.07371
H  2.82220  -1.49235  -2.19159
H  1.33968  -0.56058  -1.83534
H  0.83228  -1.76270  -6.09067
H  2.42573  -2.50155  -5.69375
H  2.10357  -1.86664  -7.31403
H  1.44194  2.64127  -5.85449
H  2.47740  1.69331  -6.96576
H  3.06877  3.20272  -6.26059

## Properties
Max |F| = 9.70 eV/Å
Total charge = -1
E_HOMO = -5.048 eV

***

Record 2
Computed, not measured: a molecular structure, C14H34Br4FN2O2V, with ωB97M-V with the def2-TZVPD basis set.

Element x y z (Å)
O  0.96774  1.33305  2.21450
V  1.67328  2.67775  2.67325
F  2.69396  2.75643  0.85840
C  0.18461  0.02986  -6.50829
C  -0.41939  1.38854  -6.13500
C  -0.97968  1.39022  -4.70340
C  0.10884  1.43509  -3.65927
N  -0.40360  1.44295  -2.24119
C  0.80332  1.51193  -1.31617
C  0.79433  0.21865  -0.53006
C  -0.65780  -0.28659  -0.55649
C  -1.21181  0.26096  -1.87710
C  -1.26553  2.68779  -2.05718
H  -0.48661  -0.78796  -6.25593
H  1.13022  -0.12555  -5.97663
H  0.51657  0.04063  -7.54698
H  -1.24440  1.53258  -6.83312
H  0.31343  2.19382  -6.19317
H  -1.66718  0.54793  -4.59300
H  -1.57592  2.30085  -4.62351
H  0.65512  2.37286  -3.75573
H  0.82783  0.61694  -3.69806
H  0.64888  2.37630  -0.70997
H  1.70156  1.68090  -1.90269
H  1.10975  0.54517  0.47003
H  1.48948  -0.54832  -0.87545
H  -1.11272  0.09559  0.36025
H  -0.74386  -1.37045  -0.54549
H  -2.28859  0.35447  -2.00201
H  -1.03127  -0.55018  -2.59506
H  -1.41533  2.75514  -0.97798
H  -2.22053  2.58469  -2.56084
H  -0.67003  3.49384  -2.47292
C  0.85910  -1.44531  4.35322
N  -0.35515  -2.23936  4.03683
C  -0.29036  -3.66858  4.48368
C  -1.53087  -1.57682  4.72170
C  -0.60739  -2.06857  2.57399
C  0.52740  -2.50236  1.68866
O  0.90622  -3.86384  1.88478
H  0.53978  -0.41723  4.15231
H  1.74857  -1.76392  3.82304
H  1.07420  -1.52786  5.41880
H  -1.01474  -4.18187  3.85801
H  -0.44606  -3.64662  5.55544
H  0.69021  -4.04233  4.20887
H  -1.66629  -0.56539  4.33762
H  -1.19588  -1.42075  5.74620
H  -2.37260  -2.24797  4.58623
H  -0.89158  -1.04246  2.34872
H  -1.46832  -2.68637  2.29106
H  1.36718  -1.79800  1.70386
H  0.22485  -2.45162  0.63607
H  1.45598  -4.16010  1.15589
Br  3.78683  1.02549  3.75099
Br  2.85874  4.88187  3.54999
Br  -0.33733  4.15002  1.29773
Br  -0.08712  2.30408  4.96255

## Properties
Spin multiplicity = 2
Expectation value of S² = 0.7762
Max |F| = 2.33 eV/Å
Total charge = -1
E_HOMO (alpha / beta) = -3.665 / -3.690 eV

***

Record 3
Computed, not measured: 2 unconnected molecules or ions with the total composition C14H34FN8O8P2, with ωB97M-V with the def2-TZVPD basis set.

Element x y z (Å)
C  1.65993  2.78506  1.67031
C  1.59594  3.12054  0.14709
C  2.10436  1.78075  -0.53907
C  3.61361  1.60949  -0.77385
C  4.15484  0.52169  0.28304
C  4.57987  -0.85694  -0.38514
O  3.30870  -0.60663  0.47274
N  1.17693  1.75641  -1.68838
C  1.60170  2.38675  -2.95406
C  1.51311  1.40825  -4.16251
O  0.81317  1.63751  -5.04610
F  2.28042  0.29453  -4.21256
C  -0.05454  2.34665  -1.26503
N  -1.13795  1.81627  -1.71785
N  -2.34648  2.40840  -1.36816
C  -1.21946  0.63085  -2.59520
C  -2.36308  -0.33422  -2.09705
N  -3.69099  0.03995  -2.57551
N  -2.27769  -0.56578  -0.63811
N  -2.03833  -1.62347  -2.76436
N  0.26011  3.45604  -0.47176
P  -0.86045  4.21372  0.62315
N  -0.25170  5.31117  1.53485
O  -1.97726  4.96698  -0.30625
O  -1.62640  3.02818  1.47698
H  2.49760  2.07129  1.83479
H  1.89686  3.65375  2.31225
H  0.76146  2.25896  2.05107
H  2.30489  3.92986  -0.12757
H  1.65244  1.02426  0.13871
H  3.88721  1.23132  -1.77061
H  4.11293  2.55173  -0.48668
H  4.77255  0.88371  1.13675
H  5.03705  -1.63091  0.24334
H  3.93725  -1.07489  -1.25215
H  0.89370  3.19974  -3.21805
H  2.60353  2.85474  -2.92314
H  -2.78754  1.91837  -0.59498
H  -2.96665  2.50920  -2.16742
H  -1.54341  0.98566  -3.59395
H  -0.30294  0.02644  -2.61892
H  -3.95168  -0.54451  -3.36828
H  -4.39682  -0.07703  -1.85087
H  -3.17656  -0.44474  -0.17210
H  -2.02270  -1.53652  -0.46376
H  -1.09941  -1.92577  -2.49130
H  -2.65633  -2.35884  -2.42104
H  0.74946  5.37378  1.34960
H  -2.74521  5.19140  0.24909
H  -1.34197  2.14911  1.17468
C  -1.82610  -6.67348  2.41991
O  -2.41998  -5.37754  2.42851
P  -1.41440  -4.05164  2.08438
O  -0.65290  -4.79049  1.00364
O  -0.68365  -4.16191  3.54934
C  -1.46747  -3.84521  4.70765
O  -0.61249  -2.59937  1.69914
C  0.77888  -2.50940  1.99230
H  -2.47291  -7.33171  3.00155
H  -1.77126  -7.05168  1.40055
H  -0.83403  -6.66187  2.87173
H  -1.75890  -4.76871  5.20739
H  -2.36362  -3.27718  4.45021
H  -0.85561  -3.25237  5.38619
H  1.28280  -3.46625  1.85986
H  0.92423  -2.15351  3.01351
H  1.21338  -1.77996  1.30751

## Properties
Max |F| = 8.73 eV/Å
Total charge = +1
E_HOMO = -11.885 eV

***

Which formula does entry 3 have? C14H34FN8O8P2